(1)
C19H19N6O5PdS2 | the ωB97M-V functional and the def2-TZVPD basis

As for the total charge: -1. As for the energy above the lowest of the compared OMol25 structures with the same formula, charge and spin: 19.3 kcal/mol. Its HOMO energy is -5.058 eV. The HOMO-LUMO gap is 7.48 eV.

Each line ends with the natural charge from an NBO analysis.
Positions of all 52 atoms, in Å:
Pd -1.1320 0.4770 -2.2102  0.8088
N -5.1490 -0.6665 -3.2318  -0.8023
C -3.8110 -0.4949 -2.9904  0.2773
S -3.2615 1.1203 -2.6885  -0.1394
N -3.0735 -1.5749 -3.0564  -0.4370
N -1.7586 -1.2905 -2.8432  -0.1846
C -0.8757 -2.1891 -3.0507  0.0554
C 0.5112 -1.8493 -2.7527  0.1735
C 1.5208 -2.7938 -2.7965  -0.2192
C 2.7923 -2.4235 -2.3959  -0.1397
C 3.0078 -1.1305 -1.9624  -0.2507
C 1.9465 -0.2377 -1.9582  0.1434
N 0.7347 -0.5767 -2.3727  -0.4518
H -5.7512 0.0307 -2.8289  0.3914
H -5.4662 -1.6193 -3.1515  0.3888
H -1.1722 -3.1754 -3.3894  0.1978
H 1.2959 -3.8062 -3.1024  0.2141
H 3.5983 -3.1460 -2.3977  0.2085
H 3.9769 -0.8094 -1.6081  0.2154
H 2.0639 0.7778 -1.6208  0.2260
C -0.0323 -1.8451 6.8161  -0.6213
C -0.0387 -1.6959 5.3165  -0.0394
C -0.9018 -2.4420 4.5224  -0.2183
C -0.9052 -2.2997 3.1410  -0.1882
C -0.0371 -1.4068 2.5344  -0.3316
C 0.8244 -0.6485 3.3145  -0.1219
C 0.8215 -0.7954 4.6926  -0.2485
S -0.0007 -1.2651 0.7502  2.4067
O 0.5295 0.0749 0.5120  -1.0353
O 0.9039 -2.3285 0.3166  -1.0372
O -1.3746 -1.4672 0.3167  -1.0141
H -0.7924 -2.5548 7.1433  0.2059
H -0.2293 -0.8901 7.3077  0.2096
H 0.9365 -2.2025 7.1725  0.2082
H -1.5876 -3.1391 4.9926  0.1940
H -1.5893 -2.8645 2.5209  0.2336
H 1.4763 0.0625 2.8245  0.2259
H 1.4926 -0.1952 5.2990  0.1944
C 2.4672 4.4435 -2.0769  -0.4086
N 1.2128 3.9413 -1.5554  -0.4465
C 0.6677 4.5015 -0.4315  0.0464
C -0.4584 4.0401 0.1132  -0.3590
C -1.1211 2.8729 -0.4750  0.6288
O -2.1413 2.4075 -0.0021  -0.6094
N -0.5310 2.3471 -1.6193  -0.6642
C 0.6069 2.8346 -2.1748  0.7703
O 1.1327 2.3573 -3.1777  -0.6948
H 2.4266 5.5301 -2.1731  0.1857
H 2.6248 3.9964 -3.0531  0.2524
H 3.3032 4.1766 -1.4245  0.1856
H 1.2120 5.3474 -0.0284  0.1930
H -0.8951 4.4844 0.9935  0.2226



(2)
C19H19N7O2S3SeSr | the ωB97M-V functional and the def2-TZVPD basis

As for the total charge: -2. As for the energy above the lowest of the compared OMol25 structures with the same formula, charge and spin: 42.0 kcal/mol. Its HOMO energy is -0.259 eV. The HOMO-LUMO gap is 2.95 eV.

Each line ends with the natural charge from an NBO analysis.
Positions of all 52 atoms, in Å:
Sr 0.5486 -0.4202 0.1585  1.7262
O -3.6826 6.5329 2.6597  -0.4112
N -3.9201 5.5528 1.9688  0.5317
O -5.0279 5.3249 1.5130  -0.3974
C -2.8218 4.6386 1.6616  0.0129
C -1.5830 5.1129 1.9376  -0.1382
C -0.4247 4.3453 1.6673  -0.0663
C 0.8718 4.8164 1.9606  -0.1615
C 1.9425 4.0143 1.6957  -0.2583
C 1.7214 2.7357 1.1448  0.0588
N 0.5105 2.2852 0.8534  -0.4752
C -0.5524 3.0677 1.1017  0.1636
C -1.8765 2.5601 0.7881  0.2388
N -1.9269 1.3446 0.2203  -0.4397
C -3.0997 0.8037 -0.0221  0.0790
C -4.2999 1.4626 0.2675  -0.2460
C -4.2725 2.7214 0.8063  -0.1521
C -3.0297 3.3280 1.0814  -0.1275
H -1.4808 6.0973 2.3706  0.2364
H 0.9916 5.8027 2.3966  0.2026
H 2.9576 4.3246 1.9041  0.2217
H 2.5436 2.0395 0.9009  0.2997
H -3.0723 -0.1976 -0.4470  0.2547
H -5.2409 0.9693 0.0647  0.2164
H -5.1897 3.2398 1.0224  0.2348
S -2.2571 -4.2217 1.0391  -0.2870
C -1.7373 -2.6606 0.7198  -0.5029
S -1.5423 -2.1407 -0.9564  -0.5539
S -1.4120 -1.5356 2.0094  -0.4924
Se 3.4331 0.0202 -0.1333  -1.7275
C -0.8926 1.7894 -2.7394  -0.0749
N 0.3271 1.1227 -2.2959  -0.5153
C 1.4620 2.0476 -2.4653  -0.1275
N 1.5960 2.4866 -3.8643  -0.4765
C 0.3441 3.1151 -4.2733  -0.0733
N -0.8125 2.2217 -4.1451  -0.4829
C -0.5433 1.0322 -4.9631  -0.0766
N 0.6864 0.3443 -4.5784  -0.4711
C 0.5624 -0.0448 -3.1655  -0.1173
C 1.7995 1.2920 -4.6866  -0.0789
H -1.0695 2.6664 -2.1116  0.1887
H -1.7347 1.1032 -2.6284  0.2076
H 2.3701 1.5506 -2.1083  0.2906
H 1.2869 2.9277 -1.8402  0.1810
H 0.4256 3.4308 -5.3187  0.1766
H 0.1735 3.9990 -3.6527  0.1866
H -0.4661 1.3410 -6.0104  0.1771
H -1.3821 0.3397 -4.8613  0.1968
H 1.4883 -0.5275 -2.8395  0.2403
H -0.2692 -0.7441 -3.0560  0.2194
H 1.9034 1.5944 -5.7337  0.1723
H 2.7155 0.7973 -4.3611  0.2173



(3)
C19H19NO6S | the ωB97M-V functional and the def2-TZVPD basis

As for the energy above the lowest of the compared OMol25 structures with the same formula, charge and spin: 14.2 kcal/mol. Its HOMO energy is -8.594 eV. The HOMO-LUMO gap is 9.23 eV.

Each line ends with the natural charge from an NBO analysis.
Positions of all 46 atoms, in Å:
O 0.6879 2.6104 1.7584  -0.6187
C 0.8780 1.4228 1.6298  0.6811
C -0.1273 0.3752 2.1294  -0.1615
O -1.3900 0.5253 1.4888  -0.4863
C -1.3854 0.8077 0.1857  0.8253
O -0.3829 1.0001 -0.4612  -0.6117
C -2.7687 0.9193 -0.3480  -0.2274
C -3.1197 2.0942 -1.0043  -0.1423
C -4.4078 2.2878 -1.4643  -0.2369
C -5.3588 1.2970 -1.2747  -0.1751
C -5.0159 0.1106 -0.6572  -0.2540
C -3.7182 -0.0985 -0.1956  0.3349
O -3.4668 -1.2899 0.4115  -0.4932
C -2.2273 -1.8787 0.3004  0.3657
C -1.7727 -2.6184 1.3859  -0.2855
C -0.5489 -3.2598 1.3141  -0.2070
C 0.2242 -3.1674 0.1682  -0.2331
C -0.2438 -2.4503 -0.9194  -0.1694
C -1.4699 -1.8122 -0.8644  -0.3134
N 2.0173 0.8888 1.1249  -0.6517
C 2.8942 1.7021 0.3063  -0.0722
C 4.3664 1.5310 0.7212  -0.4127
C 4.8348 0.1487 0.3000  -0.6586
S 3.6615 -0.3499 -1.0198  2.1482
O 4.3498 -0.6904 -2.2324  -0.9295
O 2.7762 -1.3466 -0.4656  -0.9689
C 2.7795 1.2371 -1.1340  -0.6710
H 0.2415 -0.6409 1.9553  0.2019
H -0.3285 0.5326 3.1912  0.2232
H -2.3667 2.8580 -1.1256  0.2290
H -4.6708 3.2077 -1.9626  0.2189
H -6.3702 1.4432 -1.6226  0.2183
H -5.7392 -0.6779 -0.5195  0.2291
H -2.3846 -2.6709 2.2728  0.2266
H -0.1963 -3.8269 2.1632  0.2163
H 1.1917 -3.6399 0.1177  0.2257
H 0.3559 -2.3818 -1.8130  0.2250
H -1.8401 -1.2642 -1.7191  0.2319
H 2.0241 -0.0958 0.8763  0.4255
H 2.5721 2.7402 0.4419  0.2626
H 4.9541 2.3013 0.2202  0.2169
H 4.4615 1.6761 1.7972  0.2355
H 4.7455 -0.5896 1.0902  0.2487
H 5.8354 0.1336 -0.1169  0.2525
H 3.3035 1.8720 -1.8399  0.2475
H 1.7475 1.0728 -1.4291  0.2895



(4)
C19H20BNO4 | the ωB97M-V functional and the def2-TZVPD basis

As for the energy above the lowest of the compared OMol25 structures with the same formula, charge and spin: 39.1 kcal/mol. Its HOMO energy is -8.374 eV. The HOMO-LUMO gap is 7.39 eV.

Each line ends with the natural charge from an NBO analysis.
Positions of all 45 atoms, in Å:
C -0.7982 3.2447 -3.6663  -0.2448
O 0.0192 2.7682 -4.7352  -0.7175
B 0.9611 1.8081 -4.4660  1.1599
O 2.2094 1.9074 -5.0354  -0.9009
C 0.6048 0.5729 -3.5518  -0.3791
C -0.6405 -0.0539 -3.6677  -0.1679
C -0.9767 -1.1296 -2.8620  -0.1873
C -0.0689 -1.5685 -1.9105  -0.0515
C 1.1768 -0.9576 -1.7815  -0.1468
C 1.5156 0.1005 -2.6085  -0.1226
C 2.1081 -1.4690 -0.7362  0.5243
O 3.3118 -1.4576 -0.8761  -0.5004
C 1.4404 -2.0016 0.4805  -0.2571
C 0.2379 -2.5777 0.3820  -0.0210
C -0.5577 -3.1035 1.5323  -0.4450
C -1.7679 -2.2027 1.8157  -0.3881
C -1.4464 -0.7415 2.1152  -0.4122
C -0.6880 -0.5549 3.4243  -0.1986
N -0.0957 0.7586 3.5566  -0.3356
C 1.0335 1.1886 2.9208  -0.0707
C 1.2857 2.4768 3.3091  -0.2995
C 0.2690 2.8442 4.2204  -0.3050
C -0.5633 1.7654 4.3507  -0.0683
C -0.3960 -2.6808 -0.9763  0.5161
O -1.1152 -3.6082 -1.2725  -0.5071
H -0.2871 3.2028 -2.7059  0.1771
H -1.0580 4.2774 -3.8809  0.1930
H -1.7214 2.6701 -3.5910  0.1779
H 2.6383 2.7357 -4.8006  0.5009
H -1.3632 0.3065 -4.3874  0.2190
H -1.9360 -1.6218 -2.9366  0.2301
H 2.4869 0.5629 -2.4992  0.2330
H 1.9551 -1.9170 1.4292  0.2278
H -0.9250 -4.0971 1.2742  0.2462
H 0.0858 -3.2146 2.4041  0.2108
H -2.3700 -2.6304 2.6182  0.2121
H -2.3961 -2.2255 0.9225  0.2146
H -2.4045 -0.2268 2.2122  0.2130
H -0.9210 -0.2681 1.2865  0.2125
H 0.1055 -1.2971 3.5178  0.1945
H -1.3685 -0.7083 4.2595  0.2092
H 1.5847 0.5713 2.2321  0.2051
H 2.1169 3.0826 2.9927  0.2204
H 0.1595 3.7887 4.7234  0.2203
H -1.4408 1.6804 4.9679  0.2092